Density functional theory data (ωB97M-V/def2-TZVPD) for 2 unconnected molecules or ions with the total composition C5H10O.

Output
Total charge   0
HOMO energy   -8.7 eV
M   86.13 u
Structure (SMILES)   OC1CC=CC1.[H][H]
Multiplicity   1
E_tot   -271.637104 hartree
Gap between HOMO and LUMO   9.6 eV

Geometry (Å):
O: 0.93127 -1.97078 0.24901
C: 1.16726 -0.64022 -0.18400
C: 0.83874 0.32835 0.95603
C: -0.63398 0.50472 0.75952
C: -0.88835 0.50083 -0.56640
C: 0.13134 -0.32723 -1.28302
H: 1.51821 -2.12684 0.99961
H: 2.18581 -0.50962 -0.56250
H: 1.14884 -0.01133 1.94884
H: 1.31791 1.30699 0.78243
H: -1.31654 0.44970 1.59477
H: -1.59984 1.08822 -1.12970
H: -0.33525 -1.28405 -1.57671
H: 0.53690 0.12980 -2.18899
H: -2.51287 1.45870 0.71524
H: -2.80589 0.99760 0.20422